Entry a
The following is a DFT calculation (ωB97M-V/def2-TZVPD) of a single C6H6 molecule.

## Properties
SMILES: C#CCC1=CC1
M: 78.11 g mol⁻¹
E_HOMO: -9.36 eV

Structure (ORCA input):
```
! wB97M-V def2-TZVPD RIJCOSX def2/J DEFGRID3
* xyz 0 1
C -1.0695 0.2487 1.6337
C 0.8789 0.4185 -0.1743
C -0.1150 -0.2906 0.6460
C -0.9518 -1.1762 1.0632
C 0.8811 0.1085 -1.6052
C 0.8800 -0.1034 -2.7897
H -1.8056 0.9655 1.2413
H -0.7002 0.5332 2.6259
H 0.5843 1.4560 0.0213
H 1.8759 0.2897 0.2596
H -1.3392 -2.1814 0.9229
H 0.8810 -0.2685 -3.8448
*
```

Entry b
The following is a DFT calculation (ωB97M-V/def2-TZVPD) of a single C6H6 molecule.

## Properties
SMILES: c1ccccc1
M: 78.11 g mol⁻¹
E_HOMO (alpha / beta): -8.46 / -8.51 eV

Structure (ORCA input):
```
! wB97M-V def2-TZVPD RIJCOSX def2/J DEFGRID3
* xyz 0 1
C -1.2999 0.3883 0.1110
C -0.0626 0.9922 0.3032
C 0.0182 -1.3990 0.5425
C 1.3271 -0.9435 -0.0567
C -1.1566 -1.0073 -0.1382
C 1.2094 0.4441 0.0070
H -2.2216 1.0275 -0.1537
H -0.1698 2.1183 0.5029
H -0.0058 -0.7474 1.3149
H 2.0139 -1.6072 -0.7182
H -1.7784 -1.6621 -0.6812
H 2.0405 1.1287 -0.3335
*
```

What is the stability order? It is entry a, entry b, from most stable to least stable.

Entry a
The following is a DFT calculation (ωB97M-V/def2-TZVPD) of a single C6H6 molecule.

## Properties
SMILES: C#CCC#CC
M: 78.11 g mol⁻¹
E_HOMO: -9.37 eV

Structure (ORCA input):
```
! wB97M-V def2-TZVPD RIJCOSX def2/J DEFGRID3
* xyz 0 1
C 1.7368 -0.6110 -1.3978
C 0.3725 -0.1627 -1.1308
C -0.7058 0.2013 -0.7351
C -1.7690 0.5838 0.2125
C -1.1218 0.4142 1.5267
C -0.3822 0.2024 2.4521
H 2.4461 0.1642 -1.0887
H 1.9443 -1.5057 -0.7998
H 1.9145 -0.8481 -2.4489
H -2.6560 -0.0537 0.1190
H -2.1005 1.6180 0.0629
H 0.3211 -0.0025 3.2280
*
```

Entry b
The following is a DFT calculation (ωB97M-V/def2-TZVPD) of a molecular structure, C6H6.

## Properties
M: 78.11 g mol⁻¹
E_HOMO (alpha / beta): -8.20 / -8.20 eV

Structure (ORCA input):
```
! wB97M-V def2-TZVPD RIJCOSX def2/J DEFGRID3
* xyz 0 1
C 1.7519 -0.5379 0.1260
C 1.0106 0.4542 -0.4964
C -0.2487 0.1365 -1.2231
C 0.3849 -0.3407 1.2312
C 0.2768 1.0342 0.7417
C -0.8164 0.1050 0.1739
H 2.0015 -1.5374 -0.2361
H -0.6597 0.8726 -1.9719
H -0.1970 -0.7758 -1.7113
H 0.1384 -0.5103 2.3416
H 0.2203 1.9722 1.2078
H -1.8947 0.0578 0.4225
*
```

What is the stability order? It is entry a, entry b, from most stable to least stable.

Entry a
The following is a DFT calculation (ωB97M-V/def2-TZVPD) of 2 unconnected molecules or ions with the total composition C2H8NOS.

## Properties
M: 94.16 g mol⁻¹
E_HOMO (alpha / beta): -14.74 / -15.96 eV

Structure (ORCA input):
```
! wB97M-V def2-TZVPD RIJCOSX def2/J DEFGRID3
* xyz 1 1
C -0.1739 -1.7912 0.6418
C -1.2257 1.1158 0.3741
N 1.5036 0.6213 -1.8684
O 1.0368 0.4678 1.7490
S 0.2947 0.0918 0.6019
H 0.0820 -2.2303 1.5659
H 0.5324 -2.2813 -0.1324
H -1.3170 -1.7212 0.4592
H -1.7250 0.4654 -0.3034
H -0.9034 1.8777 -0.3780
H -1.8373 1.4433 1.2385
H 2.3962 0.3405 -1.9583
H 1.3366 1.6004 -1.9898
*
```

Entry b
The following is a DFT calculation (ωB97M-V/def2-TZVPD) of 2 unconnected molecules or ions with the total composition C2H8NOS.

## Properties
M: 94.16 g mol⁻¹
E_HOMO: -13.75 eV

Structure (ORCA input):
```
! wB97M-V def2-TZVPD RIJCOSX def2/J DEFGRID3
* xyz 1 1
C -0.5190 0.4271 -1.9845
C -0.4002 -0.6404 0.6348
N 1.0485 0.0759 1.3323
O -0.9673 0.1481 -0.1188
S -1.4811 -0.9377 2.0793
H -0.7633 -0.5291 -2.4205
H 0.4569 0.8363 -1.8682
H -1.2444 1.1049 -2.2929
H 0.0591 -1.4573 0.1069
H 1.3113 -0.1974 2.2737
H 0.8789 1.0184 1.4354
H 1.8216 -0.2109 0.8170
H -2.6255 -0.1391 1.6803
*
```

What is the stability order? It is entry b, entry a, from most stable to least stable.

Entry a
The following is a DFT calculation (ωB97M-V/def2-TZVPD) of a single C4H6O molecule.

## Properties
⟨S²⟩: 2.01
M: 70.09 g mol⁻¹
E_HOMO (alpha / beta): -6.11 / -11.16 eV

Structure (ORCA input):
```
! wB97M-V def2-TZVPD RIJCOSX def2/J DEFGRID3
* xyz 0 3
C 0.6885 1.0116 0.3204
C 1.8381 0.0996 -0.3015
C -0.1911 -0.1516 -0.0433
C -1.5630 -0.5612 -0.1193
O 0.8652 -0.8873 -0.4725
H 0.9167 1.0918 1.3716
H 0.4876 1.9941 -0.2253
H 2.6784 -0.3605 0.2645
H -1.9687 -0.7412 -1.2291
H -2.2736 0.1585 0.2613
H -1.4780 -1.6537 0.1732
*
```

Entry b
The following is a DFT calculation (ωB97M-V/def2-TZVPD) of 2 unconnected molecules or ions with the total composition C4H6O.

## Properties
⟨S²⟩: 2.02
M: 70.09 g mol⁻¹
E_HOMO (alpha / beta): -5.68 / -10.38 eV

Structure (ORCA input):
```
! wB97M-V def2-TZVPD RIJCOSX def2/J DEFGRID3
* xyz 0 3
C 2.5386 -0.0918 0.2614
C 1.5723 0.3653 -0.2420
C -1.0729 -0.7739 -0.0703
C -0.5286 0.4689 -0.4421
O -1.0258 1.5823 0.2640
H 3.5498 -0.5758 0.4820
H -0.9579 -1.0564 1.0449
H -0.5729 -1.5030 -0.7083
H -2.1441 -0.7922 -0.2252
H -0.5012 0.9037 -1.5348
H -0.8572 1.4730 1.1704
*
```

What is the stability order? It is entry a, entry b, from most stable to least stable.